(1)
{"formula": "CH2LiO2Tl", "method": "ωB97M-V/def2-TZVPD", "elements": ["O", "C", "O", "Tl", "Li", "H", "H"], "xyz": [[-0.38476, -1.06304, 0.85535], [0.64425, -1.28389, 0.24644], [-0.51217, 2.19307, 0.09425], [-0.87786, 2.15762, -1.94894], [-1.13360, 0.78347, 0.84464], [0.92395, -2.31466, -0.04449], [1.34019, -0.47258, -0.04724]], "spin_multiplicity": 1, "e_above_lowest_ev": 0.000, "largest_force_ev_per_a": 0.8, "total_energy_ev": -10061.86128, "homo_ev": -7.269, "orbital_gap_ev": 6.88}



(2)
{"formula": "C3H5N2P", "method": "ωB97M-V/def2-TZVPD", "elements": ["C", "C", "C", "N", "N", "P", "H", "H", "H", "H", "H"], "xyz": [[0.41218, -0.92189, 0.36714], [1.58155, -0.24038, 0.28114], [-0.62516, 0.17303, 0.08019], [0.00317, 1.30416, -0.09919], [1.30872, 1.06097, 0.00775], [-2.42107, 0.04682, 0.09402], [0.21580, -1.94852, 0.57130], [2.59414, -0.58322, 0.37526], [1.96326, 1.81504, -0.12815], [-2.43459, -1.26909, -0.36190], [-2.59801, 0.56308, -1.18756]], "spin_multiplicity": 3, "e_above_lowest_ev": 2.231, "largest_force_ev_per_a": 8.6, "total_energy_ev": -15454.93183, "homo_ev": [-4.335, -9.281], "orbital_gap_ev": [5.38, 6.93]}



(3)
{"formula": "C37H40Cl7N5O6SSi2Sr", "method": "ωB97M-V/def2-TZVPD", "elements": ["Sr", "O", "C", "O", "C", "C", "C", "C", "C", "N", "C", "O", "O", "H", "H", "H", "H", "H", "Cl", "C", "C", "Cl", "C", "Cl", "C", "O", "C", "Cl", "C", "Cl", "C", "Si", "C", "C", "C", "C", "C", "C", "C", "C", "N", "Si", "C", "C", "C", "H", "H", "H", "H", "H", "H", "H", "H", "H", "H", "H", "H", "H", "H", "H", "H", "H", "H", "H", "H", "H", "H", "O", "N", "C", "C", "C", "C", "C", "H", "H", "H", "H", "H", "N", "C", "S", "C", "C", "C", "N", "C", "C", "H", "H", "H", "H", "H", "H", "Cl", "C", "Cl", "H", "H"], "xyz": [[0.51238, -1.12903, -1.07134], [-0.30406, 3.89134, -0.72502], [0.05280, 2.57269, -0.90102], [-1.11207, 1.71559, -0.97995], [1.25474, 2.21962, -1.44043], [2.30042, 3.23541, -1.46489], [3.52601, 2.94574, -1.95063], [3.81649, 1.64010, -2.43706], [2.79591, 0.73625, -2.37902], [1.54467, 0.96802, -1.92005], [3.04600, -0.67747, -2.83007], [4.21092, -0.85967, -3.45470], [2.26928, -1.59777, -2.65901], [-0.26728, 4.10819, 0.21693], [2.07419, 4.21761, -1.07764], [4.29661, 3.70723, -1.95589], [4.78933, 1.36436, -2.80863], [4.27225, -1.80957, -3.63541], [-1.20143, -5.74961, -7.02522], [-0.88517, -5.00608, -5.49706], [-0.92159, -3.62175, -5.36063], [-1.27797, -2.63279, -6.73286], [-0.67086, -3.03441, -4.13204], [-0.67970, -1.29506, -3.97086], [-0.37871, -3.78095, -2.96052], [-0.16271, -3.23557, -1.83592], [-0.34276, -5.19171, -3.14687], [0.01277, -6.13930, -1.74843], [-0.59185, -5.78081, -4.37294], [-0.54186, -7.50286, -4.52204], [-2.39164, 1.60450, 3.30821], [-1.80639, 2.52228, 1.76846], [-0.07859, 3.19416, 2.15495], [-2.91477, 4.03971, 1.62222], [-1.90454, 1.39614, 0.29093], [-2.48835, 0.11692, 0.22204], [-3.61640, -0.19144, 1.05986], [-4.27925, -1.37218, 0.91750], [-3.88104, -2.29909, -0.06777], [-2.78058, -1.96649, -0.81271], [-2.06241, -0.83715, -0.65379], [-2.23183, 2.21338, -2.29946], [-1.05371, 2.48776, -3.70407], [-3.14872, 3.75673, -1.83608], [-3.49249, 0.91691, -2.70279], [-1.78732, 1.96068, 4.14591], [-2.27936, 0.52285, 3.26277], [-3.43847, 1.82729, 3.52942], [0.72625, 2.71460, 1.59501], [-0.01765, 4.28256, 2.03573], [0.12293, 2.99776, 3.21017], [-2.92276, 4.56169, 2.58484], [-3.94380, 3.76267, 1.38042], [-2.57269, 4.74758, 0.86379], [-3.98903, 0.55289, 1.74706], [-5.14573, -1.56917, 1.53934], [-4.41412, -3.22184, -0.24691], [-2.41314, -2.63523, -1.58165], [-0.41997, 3.35912, -3.53773], [-1.63541, 2.64895, -4.61693], [-0.40924, 1.62155, -3.86178], [-2.48655, 4.60491, -1.68058], [-3.75123, 3.60212, -0.94103], [-3.82961, 3.98270, -2.66300], [-3.08071, 0.06364, -3.23667], [-4.21327, 1.42158, -3.35679], [-4.03608, 0.55368, -1.83347], [1.46585, -2.77181, 0.59469], [0.80006, -3.13574, 1.64166], [1.38915, -3.08243, 2.85373], [0.66982, -3.37988, 3.99113], [-0.66288, -3.74277, 3.88911], [-1.23954, -3.81488, 2.62936], [-0.49069, -3.51871, 1.51183], [2.40778, -2.72855, 2.82940], [1.15977, -3.27277, 4.94866], [-1.24487, -3.95287, 4.77543], [-2.27623, -4.08531, 2.48490], [-0.83953, -3.55999, 0.48826], [3.93916, 1.89700, 5.00616], [2.71953, 1.20685, 4.97234], [1.99390, 0.78487, 6.44940], [2.22058, 0.86191, 3.69627], [0.95105, 0.24278, 3.52095], [0.51391, -0.10508, 2.27587], [1.20048, 0.09328, 1.12323], [2.40181, 0.68477, 1.27472], [2.92921, 1.08832, 2.47715], [4.12315, 2.26502, 5.92671], [4.05692, 2.59086, 4.28019], [0.34142, 0.04632, 4.39288], [-0.46535, -0.56756, 2.16774], [2.97703, 0.85225, 0.36691], [3.91115, 1.54687, 2.46957], [4.50555, -1.99485, 0.01234], [5.55989, -0.95885, 0.97135], [6.29652, 0.35123, 0.02378], [6.36091, -1.56203, 1.38048], [4.95543, -0.50069, 1.74759]], "spin_multiplicity": 2, "e_above_lowest_ev": 0.695, "largest_force_ev_per_a": 1.3, "total_charge": -1, "total_energy_ev": -173842.10573, "homo_ev": [-2.855, -4.517], "orbital_gap_ev": [4.97, 6.64]}



(4)
{"formula": "C8H14N2O2S", "method": "ωB97M-V/def2-TZVPD", "elements": ["C", "C", "C", "O", "C", "C", "S", "N", "C", "C", "O", "H", "H", "H", "H", "H", "H", "H", "H", "H", "H", "H", "H", "H", "C", "N", "H"], "xyz": [[-1.23564, -1.66714, -2.65547], [-0.09495, -0.62000, -2.36132], [-0.38047, -0.02280, -0.95628], [-1.38852, 0.88182, -1.00209], [0.35351, -0.23817, 0.20100], [1.33791, -1.29548, 0.50528], [0.70305, -2.54762, 1.73040], [0.10252, 0.52096, 1.34376], [-0.34135, 1.72655, 1.55683], [-0.25405, 2.11518, 3.08865], [-0.67933, 2.60386, 0.79622], [-1.10899, -2.17512, -3.56778], [-2.08420, -1.04686, -2.55390], [-1.25208, -2.36250, -1.80641], [0.84563, -1.11936, -2.41253], [-0.11269, 0.01579, -3.24677], [-1.14741, 1.74078, -0.34101], [1.30887, -1.91752, -0.31627], [2.18960, -0.98900, 1.06532], [-0.23039, -3.01288, 0.96617], [0.16523, -0.04765, 2.17607], [0.48243, 2.93952, 3.12920], [-1.21503, 2.39907, 3.42767], [-0.01759, 1.20344, 3.58716], [2.31287, 4.23927, 0.07581], [2.33963, 3.24065, 0.61576], [2.47167, 5.15093, -0.39126]], "spin_multiplicity": 1, "e_above_lowest_ev": 2.960, "largest_force_ev_per_a": 4.7, "total_energy_ev": -26431.45135, "homo_ev": -7.951, "orbital_gap_ev": 8.74}



(5)
{"formula": "C3H6NO2S", "method": "ωB97M-V/def2-TZVPD", "elements": ["C", "C", "C", "N", "O", "O", "S", "H", "H", "H", "H", "H", "H"], "xyz": [[0.34637, -0.72820, 0.60554], [1.41255, 0.36717, 0.13167], [-1.40213, -0.90788, -0.98650], [-0.87613, -0.23586, 0.00191], [-1.33968, 0.85956, 0.63736], [-1.18679, -2.00600, -1.49146], [1.13361, 1.97042, 0.99868], [0.45671, -1.75046, 0.17533], [0.56623, -0.85966, 1.70718], [2.47126, 0.05784, 0.38434], [1.32104, 0.58916, -0.90192], [-2.50875, 1.03797, -2.14273], [-0.39429, 1.60594, 0.88060]], "spin_multiplicity": 1, "e_above_lowest_ev": 6.858, "largest_force_ev_per_a": 3.0, "total_charge": -1, "total_energy_ev": -19623.67024, "homo_ev": [-3.765, -3.787], "orbital_gap_ev": [7.53, 7.05]}



(6)
{"formula": "C5H12", "method": "ωB97M-V/def2-TZVPD", "elements": ["C", "C", "C", "C", "C", "H", "H", "H", "H", "H", "H", "H", "H", "H", "H", "H", "H"], "xyz": [[-0.13323, -2.10588, -0.04019], [-0.68540, -0.71113, 0.31022], [0.00393, 0.47556, -0.37335], [-0.76668, 1.75354, -0.07861], [1.46248, 0.63953, 0.04001], [-0.80221, -2.82960, 0.41584], [0.87028, -2.29221, 0.37745], [-0.05528, -2.25289, -1.09699], [-1.74990, -0.71134, 0.03680], [-0.64256, -0.56120, 1.39595], [-0.02659, 0.29438, -1.46999], [-0.80214, 1.99779, 1.00567], [-1.81664, 1.62290, -0.43058], [-0.31721, 2.61755, -0.56829], [1.90583, 1.46988, -0.55109], [1.49236, 0.88214, 1.11035], [2.06298, -0.28901, -0.08321]], "spin_multiplicity": 1, "e_above_lowest_ev": 0.175, "largest_force_ev_per_a": 1.4, "total_energy_ev": -5379.76510, "homo_ev": -11.077, "orbital_gap_ev": 12.32}



(7)
{"formula": "C2H8S3", "method": "ωB97M-V/def2-TZVPD", "elements": ["C", "C", "S", "H", "H", "H", "H", "H", "H", "S", "S", "H", "H"], "xyz": [[1.62883, -0.13481, 0.51526], [0.32852, -0.41678, 1.27933], [-0.85258, -1.21801, 0.17439], [1.69267, -0.68331, -0.42867], [1.81333, 0.92218, 0.31427], [2.51489, -0.46707, 1.04481], [-0.08148, 0.54478, 1.58281], [0.52696, -0.98525, 2.18129], [-1.56340, -1.92408, 1.05765], [-1.19290, 0.43938, -2.80722], [-2.18412, 1.99831, -1.86790], [-0.01051, 0.64593, -2.21011], [-2.62021, 1.27873, -0.83591]], "spin_multiplicity": 1, "e_above_lowest_ev": 0.357, "largest_force_ev_per_a": 0.9, "total_energy_ev": -34709.04000, "homo_ev": -9.088, "orbital_gap_ev": 9.55}



(8)
{"formula": "C4H3IrLi2O2", "method": "ωB97M-V/def2-TZVPD", "elements": ["C", "O", "Ir", "Li", "H", "C", "C", "C", "O", "Li", "H", "H"], "xyz": [[1.72215, -0.38920, 0.32691], [2.13236, -1.55222, 0.67335], [-0.51942, -0.41450, -1.84108], [1.56966, -3.08878, 1.30699], [2.31342, 0.56232, 0.54080], [0.40970, 0.04089, 0.30523], [-0.11461, 1.37249, -0.09111], [-1.34456, 1.44347, -0.68155], [-2.13822, 0.32660, -0.99683], [-2.02077, 0.13336, 0.80406], [-0.20396, -0.82938, 0.63476], [-1.80574, 2.39495, -0.98152]], "spin_multiplicity": 6, "e_above_lowest_ev": 0.000, "largest_force_ev_per_a": 3.6, "total_charge": 1, "total_energy_ev": -11526.89528, "homo_ev": [-10.246, -12.748], "orbital_gap_ev": [5.91, 7.17]}